[1]
# C10H14BFN6Ru

C10H14BFN6Ru as an isolated structure in a non-equilibrium geometry (wB97M-V/def2-TZVPD, the OMol25 dataset).

XYZ file:
```
33
Properties=species:S:1:pos:R:3:forces:R:3
H 1.0018 3.2175 0.1367 0.022 0.075 -0.241
N 0.5988 1.7530 -1.3417 0.839 3.383 0.662
B 0.2562 0.4123 -3.4688 -0.349 -1.218 -0.143
N 0.6316 1.7393 -2.7344 0.322 2.335 -0.748
C 0.9631 2.9736 -3.1626 -0.854 -3.576 -1.192
Ru 0.1948 0.0313 -0.3035 -0.620 -0.303 2.662
H 1.0377 3.1693 -4.2246 0.054 0.115 0.095
C 1.1613 3.7886 -2.0539 0.425 1.320 1.476
H 1.4297 4.8286 -2.0464 0.040 0.225 -0.117
C 0.9449 2.9963 -0.9242 -0.553 -2.135 -0.116
H 0.2835 0.5390 -4.6545 0.016 0.094 0.173
C -1.1039 -1.6109 1.7310 -0.012 -0.170 -0.495
H -0.5822 -2.0069 2.6251 -0.325 0.384 -0.633
H -0.3179 -1.5094 0.9083 -0.480 -0.486 0.689
H -1.8686 -2.3013 1.3469 0.452 0.009 0.186
N -1.1659 0.0108 -2.9523 -0.109 0.076 1.048
N 1.2133 -0.7120 -2.9754 0.230 0.123 1.068
N -1.3571 -0.1652 -1.5827 0.112 -0.058 -0.729
N 1.2598 -0.9966 -1.6023 1.633 -0.993 -1.752
C -2.3338 -0.2144 -3.5752 0.531 0.136 0.620
C 2.0703 -1.5323 -3.6136 -0.226 0.246 0.495
H -2.3694 -0.1120 -4.6515 -0.237 -0.083 0.121
H 2.1898 -1.4783 -4.6962 -0.069 -0.081 0.422
C -3.2903 -0.5450 -2.6184 0.067 0.005 0.601
C 2.6944 -2.3406 -2.6671 0.109 -0.027 0.625
C -2.6549 -0.5035 -1.3733 0.642 0.252 -0.944
C 2.1950 -1.9685 -1.4146 -0.722 0.438 -1.226
H -4.3193 -0.7839 -2.7773 -0.283 -0.081 -0.161
H 3.4294 -3.1077 -2.8298 0.068 0.011 -0.168
H -2.9977 -0.6921 -0.3573 -0.105 0.029 -0.450
H 2.4235 -2.3089 -0.4112 0.003 -0.053 -0.235
H -1.6151 -0.6674 1.9301 0.271 0.084 0.235
F 1.3898 0.3037 1.1710 -0.891 -0.079 -1.830
```
Forces are in eV/Å.

For the largest force on an atom, the calculation gives 0.0752 Eh/bohr. The LUMO energy (spin up / spin down) comes out at -8.162 / -11.942 eV. As for the spin multiplicity: 5. The molecular weight comes out at 349.14 Da. The value obtained for the frontier orbital gap (spin up / spin down) is 0.293 / 0.158 Ha. The calculation puts the HOMO energy (spin up / spin down) at -16.1 / -16.2 eV. Its total charge is +2.

[2]
# C32H72O10

A 10-piece molecular cluster, C32H72O10 overall in a non-equilibrium geometry (wB97M-V/def2-TZVPD, the OMol25 dataset).

XYZ file:
```
114
Properties=species:S:1:pos:R:3:forces:R:3
C -3.2733 2.1953 -2.3078 0.046 -0.545 -0.175
C -3.6086 2.4982 -0.8665 -0.493 0.117 0.308
C -4.4838 3.7442 -1.0357 0.473 -0.335 -0.700
O -5.2191 3.5148 -2.2544 -0.311 0.017 0.328
C -4.6051 2.4847 -3.0049 0.875 -0.288 -0.206
H -2.9659 1.1569 -2.4432 0.049 0.051 -0.112
H -2.4659 2.8393 -2.6632 -0.070 0.069 -0.041
H -2.7369 2.6206 -0.2265 -0.002 0.196 -0.009
H -4.2295 1.7035 -0.4389 0.111 -0.072 -0.043
H -3.8402 4.6107 -1.2221 -0.140 0.186 0.401
H -5.1864 3.9064 -0.2232 -0.019 0.174 0.006
H -4.4392 2.7956 -4.0389 -0.197 0.185 0.032
H -5.1993 1.5643 -3.0333 -0.279 0.186 0.165
C -3.3356 3.2378 2.7653 0.024 0.570 -0.157
C -3.5783 4.4257 3.6885 -0.112 0.666 0.511
C -3.7545 3.6991 5.0156 0.001 -0.214 -0.084
O -4.6099 2.6105 4.6654 0.072 -0.142 0.217
C -4.2031 2.1350 3.4003 0.264 -0.288 -0.868
H -2.2731 2.9829 2.7990 -0.020 -0.113 0.026
H -3.5625 3.4919 1.7314 -0.194 -0.259 -0.001
H -4.4932 4.9869 3.4750 -0.152 -0.390 -0.205
H -2.8079 5.1999 3.6692 0.303 -0.345 0.115
H -4.2471 4.2384 5.8205 0.012 0.167 -0.080
H -2.7928 3.3122 5.3813 -0.013 0.071 0.051
H -5.0817 1.8919 2.7987 -0.138 0.211 0.109
H -3.6256 1.2013 3.4482 -0.028 0.060 0.395
C 6.4284 0.0104 0.9075 0.193 0.085 -0.035
C 5.9734 -1.1411 0.0137 -0.314 0.174 -0.346
C 5.0930 -1.9997 0.9292 0.618 -0.146 0.131
O 4.8832 -1.2454 2.1203 -0.081 -0.175 0.224
C 5.3050 0.0903 1.9208 -0.229 0.423 -0.127
H 6.5731 0.9075 0.3070 -0.046 0.164 0.222
H 7.3654 -0.2058 1.4228 0.021 -0.137 -0.095
H 6.8275 -1.6676 -0.4071 -0.119 -0.200 -0.010
H 5.3773 -0.7547 -0.8169 0.090 0.050 -0.021
H 5.6474 -2.9121 1.1673 -0.302 -0.063 0.288
H 4.1195 -2.2754 0.5219 0.083 0.025 -0.257
H 5.5917 0.5005 2.8884 0.078 -0.042 -0.004
H 4.4842 0.7149 1.5313 -0.022 -0.151 0.014
C 2.8300 -0.8800 -5.5982 0.494 -0.513 0.045
C 2.5671 -1.6437 -4.2853 -0.234 -0.171 -0.315
C 1.9343 -0.5868 -3.3893 0.385 -0.174 0.497
O 2.4879 0.6546 -3.8090 0.229 0.065 0.194
C 2.7823 0.6024 -5.1946 -0.644 -0.161 -0.597
H 2.1097 -1.1489 -6.3702 -0.212 0.220 0.123
H 3.7968 -1.1870 -6.0024 0.039 0.242 0.012
H 3.4942 -2.0197 -3.8499 0.094 0.255 0.031
H 1.9534 -2.5299 -4.4522 -0.196 0.128 0.129
H 2.2322 -0.7225 -2.3477 -0.143 0.031 0.021
H 0.8386 -0.5699 -3.4009 -0.002 -0.006 -0.308
H 3.7075 1.1318 -5.4178 0.080 0.024 0.297
H 1.9770 1.1099 -5.7418 0.079 0.024 -0.028
C 0.5804 -4.4014 -0.7102 -0.622 0.860 -1.559
C 2.1000 -4.2748 -0.7387 0.843 -0.982 0.842
C 2.5254 -4.9041 -2.0717 -0.893 -0.240 -0.728
O 1.3208 -4.9901 -2.8569 0.068 0.294 0.050
C 0.2758 -5.2761 -1.9433 0.178 -0.332 0.321
H 0.1853 -3.4231 -1.0076 -0.084 0.046 0.424
H 0.0631 -4.7043 0.1949 0.378 -0.191 0.191
H 2.5552 -4.8724 0.0587 -0.029 0.152 0.072
H 2.4748 -3.2630 -0.6040 -0.244 0.140 -0.166
H 2.8865 -5.9339 -1.9696 0.214 0.125 0.328
H 3.2391 -4.3437 -2.6715 0.080 0.124 0.164
H 0.2682 -6.3526 -1.7133 0.045 0.067 0.093
H -0.6752 -5.0285 -2.4119 0.023 0.020 -0.062
C 0.1771 1.5256 0.1570 0.185 0.330 -0.416
C 1.3387 0.9969 1.0052 -0.449 0.099 0.375
C 1.3848 -0.4902 0.6561 -0.736 -0.570 0.317
O 0.3527 -0.7435 -0.3109 0.139 -0.176 0.146
C -0.6266 0.2706 -0.2214 0.937 1.048 -0.893
H 0.5737 1.9751 -0.7577 -0.075 -0.095 -0.031
H -0.4142 2.3045 0.6409 0.003 -0.120 0.176
H 1.0599 1.1564 2.0460 0.266 -0.243 0.110
H 2.2933 1.4943 0.8495 -0.074 0.108 -0.221
H 1.1228 -1.1101 1.5225 0.416 0.074 0.135
H 2.3266 -0.8444 0.2408 0.041 0.098 -0.033
H -1.4690 0.0681 0.4465 0.110 -0.264 0.079
H -0.9400 0.4293 -1.2551 -0.694 -0.237 0.179
C -3.6059 -1.7723 -1.2100 0.850 0.086 -0.106
C -3.4291 -3.0152 -2.0562 -0.920 -0.581 -0.472
O -4.6695 -3.7568 -2.1028 0.196 -0.063 0.224
H -3.4690 -2.0349 -0.1611 -0.472 0.092 0.093
H -4.5676 -1.3083 -1.4108 -0.095 -0.014 0.173
H -2.8168 -1.0437 -1.4196 -0.049 -0.043 -0.114
H -2.6925 -3.6959 -1.6299 0.142 0.118 0.018
H -3.1530 -2.8240 -3.0951 0.306 0.347 0.129
H -5.0747 -3.6443 -2.9661 0.051 0.049 0.062
C 2.5575 4.1075 -3.3276 0.194 0.032 0.642
C 1.3999 4.5681 -2.4575 -0.193 -0.600 -0.276
O 0.8974 5.8049 -2.9426 0.092 0.323 0.061
H 2.2375 4.0346 -4.3637 0.141 0.082 -0.093
H 2.9431 3.1383 -3.0027 -0.236 -0.075 -0.035
H 3.3847 4.8084 -3.1990 -0.070 0.128 -0.381
H 1.7160 4.6667 -1.4149 0.004 0.142 -0.008
H 0.6019 3.8156 -2.4784 0.066 -0.009 0.037
H -0.0418 5.7335 -3.1184 -0.013 -0.043 0.049
C 0.3363 0.0885 4.4285 0.277 -1.242 0.494
C -0.8147 0.8359 5.0851 0.607 0.345 -0.387
O -0.3573 1.7031 6.1200 -0.129 -0.169 0.043
H 0.6519 -0.7555 5.0563 -0.026 0.261 0.245
H 1.2456 0.6736 4.2962 -0.205 0.302 -0.258
H 0.0578 -0.4330 3.5087 -0.107 0.499 -0.214
H -1.4962 0.1180 5.5324 -0.223 0.161 0.027
H -1.3276 1.4482 4.3363 -0.286 -0.223 -0.012
H 0.0958 2.4295 5.6831 0.092 0.059 0.136
C -0.4862 -3.6073 3.3983 -0.299 -0.080 -0.253
C -1.5352 -2.9031 4.2608 0.511 -0.569 -0.346
O -2.6898 -3.7101 4.4375 0.043 0.122 0.069
H 0.3090 -2.9358 3.0694 0.038 0.040 0.167
H -0.9624 -3.9924 2.4890 0.032 0.045 0.019
H -0.0517 -4.4584 3.9206 0.027 0.023 0.033
H -1.7901 -1.9459 3.7959 -0.073 0.117 0.237
H -1.1088 -2.7674 5.2534 -0.213 0.351 0.058
H -3.0350 -3.9149 3.5639 -0.089 -0.056 -0.014
```
Forces are in eV/Å.

Its structure (SMILES) is C1CCOC1.C1CCOC1.C1CCOC1.C1CCOC1.C1CCOC1.C1CCOC1.CCO.CCO.CCO.CCO. For the largest force on an atom, the calculation gives 0.0367 Eh/bohr. The LUMO energy comes out at 0.267 eV. The molecular weight comes out at 616.92 Da. The value obtained for the frontier orbital gap is 0.369 Ha. The calculation puts the HOMO energy at -9.8 eV.

Number 1: E_tot -25495.0890 eV. Number 2: E_tot -54822.2350 eV.